Below is a structure of composition C4H6O2 in a non-equilibrium geometry, with properties calculated with ωB97M-V/def2-TZVPD.

Each line ends with the Löwdin charge.
Geometry (Å):
C 0.939 -1.051 0.136  -0.096
O -0.063 -1.260 -0.889  -0.069
C -0.408 0.120 -0.845  -0.226
C -1.160 0.644 0.404  -0.108
O 0.067 1.112 1.001  -0.078
C 0.832 0.484 -0.019  -0.217
H 1.899 -1.529 -0.084  0.121
H 0.573 -1.400 1.110  0.128
H -0.901 0.519 -1.724  0.145
H -1.851 1.486 0.249  0.124
H -1.666 -0.151 0.959  0.125
H 1.739 1.027 -0.297  0.150

Atoms 1-3, force components in eV/Å:
0.19 -0.08 0.21
-0.33 -0.04 0.13
-0.69 0.43 0.09

HOMO-LUMO gap, eV: 10.86
HOMO energy, eV: -9.8
Relative energy (zero: lowest compared OMol25 entry of this formula, charge and spin), kJ/mol: 290.1


Below is a structure of composition C4H6O2, with properties calculated with ωB97M-V/def2-TZVPD.

Each line ends with the Löwdin charge.
Geometry (Å):
C -0.453 0.864 -1.121  -0.043
C 0.088 0.376 0.245  -0.210
C -0.494 -0.771 1.082  -0.102
O 0.742 -1.533 0.958  0.046
C 1.272 -0.602 0.114  -0.465
O 2.270 -0.692 -0.532  0.145
H -1.208 1.652 -1.025  0.073
H 0.356 1.282 -1.742  0.086
H -0.885 0.047 -1.711  0.084
H 0.313 1.211 0.907  0.143
H -1.358 -1.315 0.692  0.126
H -0.643 -0.518 2.132  0.119

Atoms 1-3, force components in eV/Å:
-0.04 -0.08 0.16
0.33 0.01 -0.80
-0.39 0.13 0.39

HOMO-LUMO gap, eV: 11.33
HOMO energy, eV: -10.5
Relative energy (zero: lowest compared OMol25 entry of this formula, charge and spin), kJ/mol: 70.3